This record from the OMol25 dataset describes the ion C10H15N2O with charge +1 at a distorted geometry. The level of theory is the ωB97M-V functional and the def2-TZVPD basis.

Output
SMILES = CC1=CC(=O)[C@H]2N(C)C=C(C)[N@H+]2C1
total charge = +1
gap between HOMO and LUMO = 8.1 eV
energy relative to the best compared isomer or geometry (same formula, charge and spin) = 2.2890 eV

Geometry as XYZ:
```
28
Properties=species:S:1:pos:R:3:forces:R:3
O -2.04882 -2.26502 -0.00145 1.650 1.384 0.968
N 0.15371 0.51573 -0.90212 0.155 -1.014 0.754
N -1.99941 0.77831 -0.05167 0.398 -1.600 -1.439
C 2.67405 -1.91938 0.46745 1.397 -0.344 -0.980
C 0.14424 1.54905 0.10719 -1.210 0.920 3.058
C -1.08624 -1.50858 0.12130 -1.105 -0.150 -2.681
C 1.36166 2.44185 0.23283 -0.506 -2.861 0.941
C 0.19250 -1.76601 0.73240 0.919 -1.652 1.192
C -3.39443 0.41958 0.36073 1.017 3.001 -1.290
C 1.33091 -1.41837 0.09990 -0.828 0.616 1.340
C 1.33810 -0.42667 -0.98576 -3.641 -0.966 -1.566
C -1.11666 1.55031 0.65381 0.407 1.505 -0.570
C -1.13483 -0.19242 -0.78122 -2.581 -2.092 -0.773
H 0.23672 -2.50824 1.57351 -0.087 0.808 -0.878
H -3.39335 -0.57806 0.64088 -0.247 -1.622 1.663
H 0.07359 0.98839 -1.75056 0.266 1.032 -2.301
H -3.51161 1.26990 1.13113 -1.108 -1.901 -1.077
H 3.36160 -1.40352 1.18826 -1.216 0.059 -0.385
H -1.51747 -0.56977 -1.86659 0.695 1.194 2.548
H 3.25439 -1.89821 -0.49804 -0.241 -0.498 0.918
H 2.21358 1.76017 0.61592 -0.717 1.652 -1.224
H 1.26325 -0.76108 -2.03671 0.083 -0.765 0.535
H 2.53129 -2.93836 0.80047 0.450 -0.289 0.078
H -4.07809 0.38131 -0.55706 0.828 0.968 1.309
H 1.38108 2.99456 -0.68058 1.251 0.147 -0.892
H 2.18889 0.09982 -0.98370 3.111 2.351 0.325
H 1.18143 3.17828 0.96776 -0.231 0.646 1.056
H -1.60007 2.22646 1.40194 1.088 -0.528 -0.628
```
Positions in Å, forces in eV/Å.

Which charges does Mulliken predict for the atoms? In e, they are: number 1, O, carries -0.545; number 2, N, carries 0.166; number 3, N, carries -0.004; number 4, C, carries -1.457; number 5, C, carries 0.236; number 6, C, carries 0.543; number 7, C, carries -1.380; number 8, C, carries -1.001; number 9, C, carries -0.730; number 10, C, carries 1.332; number 11, C, carries -1.564; number 12, C, carries -0.365; number 13, C, carries 0.149; number 14, H, carries 0.396; number 15, H, carries 0.359; number 16, H, carries 0.417; number 17, H, carries 0.261; number 18, H, carries 0.301; number 19, H, carries 0.297; number 20, H, carries 0.404; number 21, H, carries 0.309; number 22, H, carries 0.366; number 23, H, carries 0.407; number 24, H, carries 0.264; number 25, H, carries 0.329; number 26, H, carries 0.687; number 27, H, carries 0.435; number 28, H, carries 0.385

=====

This record from the OMol25 dataset describes a structure of composition C22H19N2O5Rh. The level of theory is the ωB97M-V functional and the def2-TZVPD basis.

Output
total charge = +2
gap between HOMO and LUMO (spin up / spin down) = 6.2 / 6.2 eV

Geometry as XYZ:
```
49
Properties=species:S:1:pos:R:3:forces:R:3
Rh -0.03487 0.04864 0.17046 -0.209 -0.512 -0.153
O -0.05942 1.76647 -0.50466 0.101 0.699 0.004
O -1.26142 6.28597 0.02939 0.058 -0.080 0.038
O -2.01331 -0.01832 0.03374 0.083 -0.190 0.018
O 6.25338 0.72970 -4.49282 0.106 -0.233 0.131
O 4.66330 -0.20732 -5.71516 0.128 -0.083 0.169
N 2.01268 0.06060 0.21189 0.333 0.057 -0.066
N 0.23342 -0.02001 2.10595 -0.012 0.152 0.210
C 4.29575 0.12687 -3.32563 0.185 -0.186 0.114
C 1.53072 0.01925 2.50614 0.241 -0.060 -0.337
C 1.87231 -0.03786 3.83670 -0.189 -0.001 0.160
C 0.84930 -0.13555 4.78335 0.176 0.025 -0.065
C 2.91085 0.14707 -3.37591 -0.062 0.036 0.011
C -2.39031 2.31381 -0.06456 -0.026 -0.174 0.043
C -0.59707 3.98264 -0.15618 -0.080 0.045 -0.012
C -1.54582 4.99891 0.00398 0.094 0.092 -0.058
C 4.94370 0.09014 -2.09028 -0.066 -0.002 0.016
C 4.21733 0.05674 -0.91851 0.114 -0.033 -0.077
C 5.18268 0.20772 -4.54658 -0.351 0.566 -0.356
C 2.82599 0.08901 -0.98000 -0.286 -0.048 0.505
C 2.49363 0.07537 1.40176 -0.276 -0.030 -0.095
C 2.17163 0.13984 -2.20003 0.067 -0.035 -0.151
C -2.82213 0.95239 -0.10359 0.093 0.168 0.028
C -1.02089 2.66710 -0.19878 0.074 -0.180 -0.077
C -0.74928 -0.10946 3.00418 0.051 -0.022 0.046
C 0.10337 6.71263 -0.11897 -0.095 -0.002 -0.017
C -0.46556 -0.17420 4.36172 -0.122 -0.003 -0.066
C -3.31514 3.37211 0.10114 0.022 0.127 -0.002
C -4.23858 0.54245 -0.32198 -0.002 0.016 0.004
C -2.91031 4.67356 0.14525 -0.131 -0.068 0.009
H -1.28197 -0.25448 5.06536 0.009 0.001 0.001
H 3.55604 0.10644 1.61441 -0.029 0.023 -0.012
H -4.25546 -0.13064 -1.18111 -0.008 -0.008 0.010
H -4.91078 1.37009 -0.51081 -0.003 -0.016 -0.007
H 0.47753 6.43421 -1.10397 0.023 -0.012 0.010
H 0.07860 7.79203 -0.02746 0.007 0.006 0.005
H 6.02503 0.08944 -2.07134 0.001 0.002 -0.004
H -4.36627 3.15522 0.22052 0.010 -0.007 0.007
H 2.38536 0.21037 -4.32053 0.008 -0.004 0.005
H 0.72034 6.28620 0.67163 0.018 0.013 -0.001
H -4.58639 -0.03250 0.53761 -0.005 0.002 0.000
H 1.08957 -0.18248 5.83711 -0.008 -0.004 -0.003
H 4.75415 -0.00699 0.01786 -0.017 0.025 -0.016
H -3.61890 5.47893 0.27977 0.013 0.003 0.004
H 2.91193 -0.01300 4.13328 0.000 0.001 -0.014
H -1.75862 -0.13979 2.61891 -0.007 0.010 0.020
H 1.09198 0.18916 -2.26821 -0.010 0.011 0.042
H 0.45262 4.18947 -0.29835 0.001 0.004 0.006
H 3.84120 -0.69432 -5.59498 -0.024 -0.090 -0.027
```
Positions in Å, forces in eV/Å.

Which charges does Mulliken predict for the atoms? In e, they are: number 1, Rh, carries 0.501; number 2, O, carries -0.543; number 3, O, carries -0.400; number 4, O, carries -0.525; number 5, O, carries -0.474; number 6, O, carries -0.439; number 7, N, carries 0.109; number 8, N, carries -0.096; number 9, C, carries 0.524; number 10, C, carries 0.108; number 11, C, carries -0.708; number 12, C, carries -0.282; number 13, C, carries -1.233; number 14, C, carries 0.138; number 15, C, carries -0.377; number 16, C, carries 0.739; number 17, C, carries -1.263; number 18, C, carries -0.726; number 19, C, carries 0.541; number 20, C, carries 1.720; number 21, C, carries 0.385; number 22, C, carries -0.140; number 23, C, carries 1.272; number 24, C, carries 0.831; number 25, C, carries -0.022; number 26, C, carries -0.807; number 27, C, carries -0.832; number 28, C, carries -1.142; number 29, C, carries -1.356; number 30, C, carries -1.026; number 31, H, carries 0.427; number 32, H, carries 0.406; number 33, H, carries 0.366; number 34, H, carries 0.424; number 35, H, carries 0.366; number 36, H, carries 0.247; number 37, H, carries 0.471; number 38, H, carries 0.372; number 39, H, carries 0.344; number 40, H, carries 0.342; number 41, H, carries 0.340; number 42, H, carries 0.479; number 43, H, carries 0.275; number 44, H, carries 0.491; number 45, H, carries 0.456; number 46, H, carries 0.525; number 47, H, carries 0.337; number 48, H, carries 0.543; number 49, H, carries 0.309

=====

This record from the OMol25 dataset describes a structure of composition C4H5NO3 at a distorted geometry. The level of theory is the ωB97M-V functional and the def2-TZVPD basis.

Output
gap between HOMO and LUMO = 10.0 eV
energy relative to the best compared isomer or geometry (same formula, charge and spin) = 6.8067 eV

Geometry as XYZ:
```
13
Properties=species:S:1:pos:R:3:forces:R:3
O -0.25330 0.98083 -2.13308 0.434 0.426 1.444
O -1.32858 -1.10777 0.49330 3.009 0.750 -1.246
O 0.78656 -0.23129 1.12954 -1.476 -0.752 0.232
N -1.30232 0.11616 -1.57792 2.099 -1.079 2.726
C -0.26413 -1.21471 1.52946 -1.142 4.621 -2.247
C -0.67070 -0.38977 -0.50553 -6.799 -2.340 -3.856
C 0.66268 -0.05226 -0.33504 5.322 1.122 2.821
C 0.42168 1.37083 -0.88760 0.320 3.479 2.079
H 1.49534 2.21909 -0.86054 -3.589 -2.858 -0.790
H 1.70751 -0.51003 -0.72592 -3.059 0.522 -0.031
H 0.12652 -2.13812 1.61765 1.311 -3.267 -0.167
H -0.55968 1.88386 -0.12822 3.313 -1.204 -2.161
H -0.82159 -0.92680 2.38389 0.257 0.580 1.195
```
Positions in Å, forces in eV/Å.

Which charges does Mulliken predict for the atoms? In e, they are: number 1, O, carries -0.231; number 2, O, carries -0.355; number 3, O, carries -0.382; number 4, N, carries -0.491; number 5, C, carries -0.168; number 6, C, carries 0.346; number 7, C, carries 0.385; number 8, C, carries -0.452; number 9, H, carries 0.292; number 10, H, carries 0.249; number 11, H, carries 0.320; number 12, H, carries 0.248; number 13, H, carries 0.240